DFT (ωB97M-V/def2-TZVPD) results for a 15-piece molecular cluster, C72H176B6F24N9O7 overall.

Geometry as XYZ:
```
294
C72H176B6F24N9O7 (ωB97M-V/def2-TZVPD)
C 1.817 -1.072 5.829
C 0.447 -1.744 5.518
C -0.417 -1.293 4.323
N -0.146 -1.850 2.916
C 1.264 -1.667 2.504
C -1.148 -1.242 1.974
C -1.160 -2.121 0.713
C -0.596 -3.472 1.217
C -0.555 -3.301 2.712
H 2.094 -1.532 6.792
H 1.778 -0.017 5.993
H 2.549 -1.332 5.041
H -0.222 -1.642 6.404
H 0.755 -2.811 5.427
H -0.377 -0.238 4.132
H -1.456 -1.619 4.484
H 1.400 -1.763 1.475
H 1.822 -2.457 3.038
H 1.574 -0.656 2.775
H -0.783 -0.227 1.867
H -2.041 -1.266 2.525
H -0.462 -1.659 -0.021
H -2.199 -2.144 0.399
H 0.332 -3.731 0.769
H -1.279 -4.196 0.877
H 0.099 -3.893 3.316
H -1.630 -3.363 3.029
C 2.856 1.857 -3.871
C 1.677 2.310 -2.946
C 0.607 1.165 -3.016
N -0.732 1.320 -2.399
C -0.637 1.536 -0.897
C -1.547 0.073 -2.662
C -2.108 0.268 -4.077
C -2.302 1.792 -4.218
C -1.536 2.432 -3.025
H 3.774 2.488 -3.692
H 2.493 2.008 -4.839
H 3.006 0.780 -3.695
H 1.336 3.267 -3.402
H 1.947 2.425 -1.899
H 0.970 0.254 -2.457
H 0.499 0.841 -4.096
H 0.217 1.010 -0.505
H -1.635 1.420 -0.512
H -0.347 2.595 -0.846
H -2.267 0.081 -1.843
H -0.891 -0.843 -2.518
H -3.033 -0.291 -4.250
H -1.436 -0.106 -4.856
H -3.396 2.102 -4.161
H -1.828 2.157 -5.161
H -2.117 2.802 -2.198
H -0.923 3.319 -3.176
C 1.792 8.154 2.234
C 1.729 6.814 1.518
N 1.101 6.859 0.159
C 1.063 5.474 -0.422
C -0.351 7.253 0.138
C -1.114 6.784 1.399
C 1.839 7.794 -0.683
C 1.283 8.009 -2.097
O 2.045 7.190 -2.938
C 1.625 7.130 -4.290
H 2.325 8.075 3.232
H 0.795 8.449 2.581
H 2.298 8.868 1.618
H 1.257 6.089 2.087
H 2.723 6.388 1.303
H 0.309 4.924 0.136
H 2.042 5.018 -0.277
H 0.748 5.471 -1.450
H -0.740 6.892 -0.806
H -0.517 8.346 0.100
H -0.805 7.329 2.240
H -1.003 5.691 1.512
H -2.122 7.043 1.200
H 2.873 7.415 -0.795
H 1.895 8.697 -0.115
H 1.366 9.034 -2.358
H 0.216 7.863 -2.279
H 0.642 6.560 -4.418
H 2.491 6.743 -4.875
H 1.399 8.178 -4.693
C -6.657 1.622 -1.061
C -5.623 2.261 -0.157
N -6.006 3.639 0.424
C -6.427 4.650 -0.618
C -7.142 3.386 1.365
C -7.761 4.614 1.976
C -4.734 4.278 0.999
C -4.129 3.523 2.245
O -3.556 2.290 1.917
C -2.644 1.809 2.882
H -6.066 0.766 -1.539
H -6.999 2.241 -1.889
H -7.472 1.309 -0.440
H -4.801 2.412 -0.834
H -5.268 1.524 0.515
H -5.602 4.808 -1.294
H -6.672 5.585 -0.145
H -7.333 4.413 -1.154
H -6.852 2.677 2.125
H -7.918 2.904 0.804
H -6.942 5.213 2.303
H -8.423 4.335 2.827
H -8.309 5.137 1.178
H -4.967 5.274 1.286
H -3.980 4.273 0.175
H -4.841 3.410 3.035
H -3.336 4.126 2.611
H -1.881 2.540 2.980
H -2.189 0.941 2.448
H -3.213 1.435 3.762
C 6.827 0.621 2.426
C 7.054 -0.155 1.134
N 5.848 -0.678 0.310
C 5.332 -1.924 0.961
C 4.761 0.376 0.145
C 5.221 1.672 -0.617
C 6.369 -0.870 -1.110
C 7.427 -1.960 -1.150
O 6.807 -3.260 -0.950
C 6.493 -3.947 -2.095
H 6.160 1.488 2.307
H 7.842 1.004 2.698
H 6.423 0.005 3.206
H 7.542 -1.111 1.340
H 7.591 0.415 0.392
H 4.393 -2.174 0.439
H 5.176 -1.626 2.027
H 6.106 -2.636 0.839
H 4.336 0.509 1.146
H 4.009 -0.068 -0.466
H 4.477 2.407 -0.385
H 5.205 1.468 -1.712
H 6.226 2.208 -0.414
H 6.884 0.093 -1.327
H 5.483 -1.142 -1.685
H 8.225 -1.716 -0.414
H 7.932 -1.972 -2.113
H 6.134 -3.251 -2.892
H 5.673 -4.680 -1.847
H 7.302 -4.588 -2.528
C -4.778 -2.439 -3.258
C -4.975 -3.243 -1.997
N -6.398 -3.791 -1.810
C -7.390 -2.698 -1.585
C -6.799 -4.599 -3.032
C -5.846 -5.704 -3.493
C -6.235 -4.633 -0.552
C -7.185 -5.765 -0.383
O -8.509 -5.370 -0.687
C -9.473 -6.354 -0.252
H -5.660 -1.861 -3.521
H -4.505 -3.030 -4.177
H -3.961 -1.687 -3.084
H -4.702 -2.565 -1.177
H -4.306 -4.063 -1.879
H -7.467 -2.076 -2.451
H -6.978 -2.089 -0.754
H -8.373 -3.099 -1.428
H -7.136 -3.947 -3.807
H -7.730 -4.994 -2.607
H -5.062 -5.364 -4.175
H -6.454 -6.396 -4.049
H -5.478 -6.239 -2.679
H -6.356 -3.998 0.346
H -5.217 -4.963 -0.653
H -7.071 -6.003 0.645
H -6.868 -6.643 -0.945
H -9.133 -6.883 0.653
H -9.596 -6.967 -1.171
H -10.431 -5.939 0.055
C -4.348 -5.903 6.039
C -4.962 -6.791 4.951
N -4.467 -6.714 3.587
C -3.019 -7.097 3.478
C -5.296 -7.612 2.632
C -5.436 -9.073 3.129
C -4.479 -5.295 3.093
C -5.766 -4.525 3.346
O -6.893 -5.172 2.708
C -8.094 -4.437 2.687
H -3.266 -6.151 6.232
H -4.962 -5.976 6.954
H -4.354 -4.791 5.869
H -6.071 -6.671 4.861
H -4.851 -7.827 5.250
H -2.571 -7.022 2.456
H -2.905 -8.106 3.889
H -2.469 -6.493 4.147
H -4.834 -7.581 1.626
H -6.323 -7.214 2.630
H -6.136 -9.084 3.948
H -4.450 -9.534 3.383
H -5.917 -9.635 2.312
H -4.181 -5.199 2.030
H -3.779 -4.792 3.806
H -5.615 -3.561 2.985
H -6.000 -4.408 4.425
H -8.902 -5.082 2.292
H -8.014 -3.635 1.989
H -8.530 -3.996 3.607
C 2.107 -7.516 -2.248
C 2.452 -6.179 -2.889
N 1.554 -5.783 -4.061
C 2.170 -4.563 -4.763
C 1.260 -6.791 -5.074
C 2.422 -7.150 -5.994
C 0.356 -5.247 -3.298
C -0.918 -5.198 -4.109
O -0.683 -4.529 -5.328
C -0.719 -3.078 -5.262
H 2.284 -8.403 -2.827
H 1.027 -7.544 -1.999
H 2.715 -7.716 -1.400
H 3.536 -6.128 -3.111
H 2.257 -5.452 -2.127
H 1.466 -4.321 -5.552
H 3.153 -4.868 -5.154
H 2.318 -3.706 -4.038
H 0.430 -6.334 -5.666
H 0.731 -7.646 -4.627
H 3.328 -7.210 -5.355
H 2.675 -6.516 -6.860
H 2.175 -8.110 -6.397
H 0.673 -4.232 -3.010
H 0.229 -5.868 -2.378
H -1.649 -4.713 -3.440
H -1.306 -6.231 -4.230
H -0.724 -2.841 -6.301
H 0.188 -2.690 -4.839
H -1.599 -2.760 -4.752
C 8.733 7.120 -0.629
C 9.791 6.572 0.358
N 9.827 7.309 1.680
C 10.836 6.471 2.441
C 10.177 8.682 1.444
C 10.318 9.409 2.814
C 8.457 7.226 2.462
C 7.753 5.855 2.428
O 6.652 6.131 3.339
C 5.693 5.111 3.379
H 8.633 6.288 -1.337
H 9.024 8.053 -1.095
H 7.722 7.320 -0.165
H 10.813 6.678 -0.067
H 9.589 5.543 0.579
H 11.011 6.897 3.425
H 11.812 6.598 1.964
H 10.472 5.441 2.544
H 9.422 9.174 0.867
H 11.156 8.695 0.933
H 11.063 8.982 3.455
H 9.411 9.606 3.406
H 10.628 10.410 2.481
H 7.806 7.977 2.010
H 8.608 7.500 3.452
H 8.384 4.991 2.725
H 7.341 5.709 1.395
H 4.821 5.539 3.865
H 6.022 4.311 4.040
H 5.531 4.649 2.407
B -4.712 -1.070 1.277
F -3.810 -0.445 0.288
F -5.979 -0.615 1.139
F -4.732 -2.410 0.815
F -4.236 -0.886 2.578
B 2.385 -1.885 -1.561
F 2.159 -1.532 -0.209
F 1.051 -2.126 -2.085
F 2.965 -0.802 -2.255
F 3.039 -3.085 -1.702
B -2.343 -6.134 -0.857
F -3.454 -6.101 -1.719
F -1.670 -7.309 -0.896
F -1.460 -5.077 -1.016
F -2.863 -6.003 0.481
B 8.884 3.141 -0.168
F 8.740 1.963 -0.868
F 10.006 3.832 -0.664
F 7.736 3.984 -0.256
F 8.989 2.811 1.167
B -2.611 5.291 -1.763
F -1.529 5.467 -2.643
F -2.221 4.342 -0.768
F -3.147 6.459 -1.192
F -3.662 4.613 -2.429
B 1.438 2.446 1.823
F 0.278 1.660 1.854
F 2.378 1.874 2.653
F 2.035 2.585 0.537
F 1.069 3.673 2.326
```

Results
Electronic energy   -6414.63573 Ha
Total charge   +3
HOMO energy   -14.23 eV
Kohn-Sham gap   9.954 eV
Lowest unoccupied orbital energy   -4.3 eV

These are the Löwdin partial charges, in e, on atoms 1 to 8: number 1, C, carries -0.09; number 2, C, carries -0.20; number 3, C, carries -0.08; number 4, N, carries -0.25; number 5, C, carries 0.04; number 6, C, carries -0.12; number 7, C, carries -0.08; number 8, C, carries -0.13